Record 1
A structure of composition C22H35ClCrO2P2 at a distorted geometry, computed with ωB97M-V with the def2-TZVPD basis set.

```
63
Properties=species:S:1:pos:R:3:lowdin_spin:R:1
P -0.345 0.190 -2.788 0.0077
P -0.504 0.925 2.424 0.3788
C 0.170 -0.575 -1.363 0.0219
C -0.217 -0.364 1.245 -0.0154
H 1.106 -1.188 -1.744 0.0060
H -0.810 -1.105 -1.050 0.0097
H -1.309 -0.359 0.950 0.0018
H -0.145 -1.351 1.991 0.0218
C 0.972 0.320 3.348 0.1651
H 1.229 0.933 4.217 0.0023
H 1.787 0.222 2.626 0.0037
H 0.766 -0.727 3.710 0.0250
C -1.817 -0.025 3.499 0.0459
H -1.397 -0.639 4.352 0.0057
H -2.378 -0.756 2.866 0.0029
H -2.589 0.588 4.009 0.0009
C 1.141 -0.035 -3.832 0.0029
H 1.071 0.792 -4.555 0.0004
H 1.049 -0.976 -4.442 0.0003
H 2.117 -0.041 -3.305 0.0002
C -1.579 -0.878 -3.584 -0.0001
H -2.302 -1.321 -2.883 0.0002
H -1.087 -1.716 -4.137 0.0001
H -2.032 -0.233 -4.349 -0.0001
Cr 1.151 -1.792 0.088 2.9423
C 0.551 -3.310 1.073 -0.0577
C 1.924 -2.915 1.344 -0.0432
C 3.127 -3.474 0.697 0.0079
C 3.035 -3.844 -0.823 0.0113
C 2.031 -3.021 -1.555 0.0562
C 0.703 -3.367 -1.736 0.0417
C -0.078 -4.466 -1.086 0.0068
C 0.221 -4.648 0.414 -0.0055
C -0.785 1.891 -2.582 0.0038
H -0.253 -3.146 1.832 0.0052
H 2.113 -2.298 2.217 0.0086
H 3.353 -4.378 1.262 -0.0044
H 3.980 -2.796 0.877 0.0014
H 4.023 -3.622 -1.257 0.0013
H 2.851 -4.923 -0.950 0.0010
H 2.554 -2.398 -2.316 0.0096
H 0.072 -2.847 -2.478 0.0017
H 0.142 -5.397 -1.637 0.0027
H -1.171 -4.302 -1.237 0.0004
H -0.685 -5.080 0.870 -0.0012
H 0.992 -5.429 0.541 -0.0009
H -1.574 2.116 -1.828 0.0011
H -1.242 2.201 -3.560 0.0006
H 0.027 2.603 -2.412 0.0000
Cl -2.624 8.867 1.666 0.0026
C -2.068 7.285 1.422 0.0076
C -1.048 6.980 0.515 -0.0012
C -0.603 5.660 0.316 0.0081
C -1.130 4.619 1.075 0.0061
C -2.120 4.918 2.015 0.0091
C -2.544 6.234 2.221 -0.0013
C -0.595 3.267 0.913 0.0592
O 0.405 3.009 0.286 0.0380
O -1.311 2.245 1.508 0.1904
H -0.670 7.808 -0.071 -0.0002
H 0.190 5.497 -0.423 0.0008
H -2.545 4.127 2.635 0.0026
H -3.298 6.447 2.956 -0.0002
```

multiplicity: 5
gap between HOMO and LUMO (spin up / spin down): 5.3 / 6.5 eV
charge: 0

Record 2
A structure of composition C22H35Ge2S4SbZr, computed with ωB97M-V with the def2-TZVPD basis set.

```
65
Properties=species:S:1:pos:R:3:lowdin_charge:R:1
Zr 1.593 1.856 -0.804 0.6339
C 0.943 0.940 4.232 -0.1841
C 0.869 1.868 3.021 -0.3932
Ge 0.056 1.049 1.397 0.7679
C -1.855 1.561 1.418 -0.4054
C -2.566 1.247 2.732 -0.1806
C 0.021 -0.908 1.774 -0.2306
C 0.616 -1.894 1.093 -0.3829
Ge 1.672 -1.387 -0.464 0.6571
C 0.343 -0.624 -1.745 -0.4146
C 0.227 -1.584 -2.934 -0.1538
C 2.947 -2.640 -1.265 -0.3529
C 2.479 -4.030 -1.691 -0.1524
C 0.511 -3.318 1.504 -0.2631
C 0.983 -3.727 2.749 -0.0330
C 0.870 -5.052 3.147 -0.0776
C 0.280 -5.984 2.307 -0.0903
C -0.198 -5.585 1.065 -0.0837
C -0.076 -4.264 0.666 -0.0656
H 1.389 1.439 5.096 0.0667
H 1.551 0.058 4.014 0.0558
H -0.044 0.584 4.533 0.0569
H 1.870 2.224 2.770 0.0281
H 0.276 2.757 3.256 0.0573
H -2.355 1.070 0.578 0.0511
H -1.892 2.632 1.201 0.0410
H -2.571 0.176 2.941 0.0577
H -3.608 1.578 2.722 0.0636
H -2.080 1.740 3.577 0.0566
H -0.566 -1.221 2.641 0.0721
H 0.513 0.361 -2.198 -0.0340
H -0.600 -0.560 -1.202 0.0636
H 1.170 -1.672 -3.475 0.0677
H -0.531 -1.227 -3.633 0.0806
H -0.070 -2.582 -2.607 0.0600
H 3.740 -2.733 -0.519 0.0630
H 3.384 -2.098 -2.107 0.0394
H 2.091 -4.600 -0.849 0.0530
H 3.316 -4.591 -2.111 0.0740
H 1.703 -3.994 -2.457 0.0540
H 1.446 -2.998 3.403 0.1145
H 1.246 -5.356 4.115 0.1034
H 0.190 -7.017 2.617 0.1011
H -0.667 -6.306 0.407 0.1040
H -0.454 -3.957 -0.303 0.1095
S 3.169 0.866 -2.739 -0.0198
Sb 4.557 1.278 -0.909 0.0559
S 3.457 3.330 -0.191 -0.0407
S 3.066 0.085 0.641 0.1492
S 6.754 1.098 -0.776 -0.0847
C -3.353 4.405 -1.188 -0.0500
C -2.445 4.050 -2.373 -0.6317
C -3.184 3.104 -3.331 -0.0504
C -2.030 5.326 -3.117 -0.0502
C -1.245 3.371 -1.870 -0.1236
C -0.248 2.807 -1.453 -0.1817
H -4.252 4.905 -1.556 0.0863
H -2.843 5.077 -0.496 0.0889
H -3.649 3.511 -0.639 0.0786
H -4.081 3.598 -3.709 0.0860
H -3.482 2.188 -2.820 0.0850
H -2.551 2.837 -4.178 0.0862
H -2.921 5.831 -3.495 0.0857
H -1.380 5.090 -3.959 0.0874
H -1.499 6.008 -2.454 0.0879
```

gap between HOMO and LUMO: 6.9 eV
charge: 0

Record 3
A structure of composition C22H35IIrN3OSSeSi2, computed with ωB97M-V with the def2-TZVPD basis set.

```
67
Properties=species:S:1:pos:R:3:lowdin_spin:R:1
Ir -0.322 -1.180 -0.227 2.4130
C 1.709 -3.440 -1.872 0.0032
Si 2.703 -2.037 -1.148 0.0356
C 3.799 -1.383 -2.519 0.0080
C 3.758 -2.692 0.273 0.0044
N 1.634 -0.738 -0.590 0.3338
C 2.131 0.552 -0.398 0.0221
C 3.457 0.809 -0.030 0.0349
C 3.940 2.099 0.122 -0.0022
C 3.102 3.183 -0.081 0.0345
C 1.773 2.968 -0.418 -0.0041
C 1.301 1.676 -0.565 0.0306
O -0.012 1.391 -0.837 0.0599
C -0.851 2.363 -1.343 0.0059
C -0.854 2.621 -2.704 0.0056
C -1.759 3.541 -3.210 0.0005
C -2.652 4.187 -2.363 0.0020
C -2.638 3.912 -1.004 0.0004
C -1.733 2.996 -0.484 0.0021
H 2.351 -3.972 -2.581 0.0000
H 0.830 -3.090 -2.415 0.0002
H 1.370 -4.150 -1.119 0.0006
H 4.482 -2.176 -2.837 0.0010
H 4.395 -0.513 -2.245 0.0004
H 3.185 -1.113 -3.381 0.0001
H 3.868 -3.776 0.197 0.0005
H 3.308 -2.467 1.241 -0.0003
H 4.761 -2.259 0.273 0.0000
H 4.121 -0.026 0.147 0.0016
H 4.974 2.252 0.402 -0.0008
H 3.470 4.194 0.034 0.0023
H 1.097 3.800 -0.564 -0.0011
H -0.166 2.087 -3.345 0.0008
H -1.776 3.745 -4.273 0.0000
H -3.361 4.899 -2.765 0.0001
H -3.336 4.409 -0.342 0.0000
H -1.702 2.766 0.573 0.0003
C -4.570 -2.575 -1.869 0.0130
Si -3.710 -0.927 -1.676 0.0604
C -4.461 0.354 -2.813 0.0101
C -3.840 -0.350 0.096 0.0118
Se -1.535 -1.216 -2.346 0.4010
H -5.621 -2.498 -1.578 0.0019
H -4.092 -3.327 -1.239 0.0009
H -4.526 -2.921 -2.902 0.0007
H -5.531 0.462 -2.619 0.0014
H -4.330 0.072 -3.859 0.0008
H -3.985 1.326 -2.665 0.0003
H -4.892 -0.186 0.347 0.0008
H -3.305 0.588 0.246 0.0003
H -3.431 -1.091 0.786 0.0028
C -0.563 0.881 4.926 0.0058
N 0.165 -0.233 4.367 0.0095
C 1.170 -0.963 5.134 0.0015
C 1.569 -2.069 4.155 0.0011
N 1.206 -1.461 2.879 0.0095
C 0.270 -0.515 3.063 0.0253
S -0.638 0.230 1.844 0.1441
H -0.943 0.600 5.908 0.0001
H -1.399 1.122 4.274 0.0040
H 0.075 1.763 5.028 0.0003
H 0.741 -1.346 6.059 0.0003
H 2.012 -0.307 5.379 0.0003
H 0.993 -2.983 4.318 0.0006
H 2.631 -2.300 4.193 0.0001
H 1.134 -2.027 2.041 0.0051
I -0.953 -3.543 0.922 0.2903
```

multiplicity: 5
gap between HOMO and LUMO (spin up / spin down): 7.2 / 6.0 eV
charge: 0

Record 4
A structure of composition C22H35N7O6S4Sr at a distorted geometry, computed with ωB97M-V with the def2-TZVPD basis set.

```
75
Properties=species:S:1:pos:R:3:lowdin_charge:R:1
Sr 0.193 -1.251 0.044 1.3920
C 1.188 -3.285 2.409 -0.1632
C 2.045 -3.716 1.210 -0.1729
N 1.375 -3.512 -0.094 -0.1708
C 0.476 -4.602 -0.530 -0.2418
C -0.867 -4.678 0.201 -0.4019
S -1.778 -3.095 0.317 0.8441
C -1.785 -2.740 2.116 -0.4107
C -0.766 -1.727 2.664 -0.2527
N 0.625 -1.937 2.207 -0.2372
H 0.382 -3.998 2.549 0.0984
H 1.805 -3.347 3.307 0.1359
H 2.955 -3.114 1.203 0.1073
H 2.341 -4.760 1.355 0.1332
H 2.099 -3.464 -0.802 0.1054
H 0.286 -4.446 -1.593 0.1209
H 0.953 -5.582 -0.420 0.1304
H -1.515 -5.359 -0.346 0.0882
H -0.766 -5.083 1.204 0.0777
H -2.781 -2.365 2.347 0.0897
H -1.706 -3.702 2.616 0.0832
H -1.062 -0.708 2.368 0.1134
H -0.849 -1.776 3.752 0.1389
H 1.204 -1.246 2.677 0.1326
C -0.861 -1.502 -3.609 -0.0495
C 0.619 -1.250 -3.620 -0.6122
N 1.393 -1.286 -2.576 0.0385
C 2.704 -1.027 -2.915 -0.3108
C 2.909 -0.786 -4.236 -0.3210
S 1.447 -0.895 -5.090 1.1500
C 3.812 -0.965 -1.949 -0.1737
C 5.119 -1.063 -2.276 -0.2778
S 6.150 -0.787 -0.939 1.2239
C 4.844 -0.561 0.089 -0.5008
N 3.709 -0.709 -0.576 -0.0533
C 4.918 -0.245 1.540 -0.0092
H -1.247 -1.484 -2.591 0.0484
H -1.090 -2.470 -4.058 0.0950
H -1.388 -0.745 -4.189 0.0918
H 3.829 -0.524 -4.740 0.0935
H 5.534 -1.279 -3.248 0.1032
H 5.885 0.189 1.783 0.0988
H 4.793 -1.148 2.140 0.1015
H 4.125 0.452 1.801 0.1042
C -0.550 6.210 2.052 -0.1029
C -1.948 5.661 2.317 -0.2865
S -2.250 4.118 1.486 0.6577
O -1.058 3.295 1.516 -0.3188
O -3.487 3.568 1.981 -0.2895
C -2.487 4.596 -0.230 -0.1927
C -3.242 3.549 -1.070 -0.0936
N -2.901 2.144 -0.769 0.0647
C -1.678 1.599 -0.943 -0.3238
N -1.612 0.379 -0.423 -0.0125
C -2.843 0.140 0.136 -0.0616
C -3.642 1.205 -0.071 -0.1310
N -5.023 1.310 0.342 -0.3222
O -5.374 0.515 1.191 0.1179
O -5.711 2.187 -0.146 0.1085
C -0.535 2.304 -1.588 0.0267
H -0.381 7.093 2.667 0.0868
H -0.421 6.502 1.007 0.0780
H 0.205 5.466 2.298 0.0755
H -2.744 6.332 1.987 0.1091
H -2.117 5.415 3.367 0.1137
H -1.478 4.766 -0.610 0.0948
H -3.053 5.529 -0.233 0.1184
H -3.007 3.733 -2.115 0.1333
H -4.308 3.642 -0.934 0.1126
H -3.120 -0.770 0.642 0.0870
H -0.857 2.922 -2.426 0.0959
H 0.194 1.571 -1.924 0.0690
H -0.037 2.941 -0.850 0.0920
O 2.565 -0.668 0.166 -0.2630
O 1.646 0.321 -0.324 -0.4239
```

gap between HOMO and LUMO: 8.8 eV
charge: +2

What are the energy relative to the best compared isomer or geometry (same formula, charge and spin) values for these records? In order: 9.0100; 0.7000; 0.0000; 2.5100 eV.